No. 1
Computed, not measured: a cluster of 5 separate species, C14H28BrCl8N3O3P in total in a non-equilibrium geometry, with ωB97M-V/def2-TZVPD.

Structure (XYZ):
```
58
Properties=species:S:1:pos:R:3:forces:R:3
C 0.03605 2.00715 1.35566 0.6 -0.5 -0.5
C 1.04166 1.37834 0.73293 -0.8 0.7 0.4
N 1.02192 1.28366 -0.72350 -0.9 -1.3 0.5
C 0.23504 0.48305 -1.34565 0.3 -0.7 -0.5
N 0.13999 0.45429 -2.74115 -0.7 1.3 0.2
C -1.29258 0.13330 -2.86745 0.0 -0.9 0.8
C -1.32131 -1.08835 -1.93326 -0.5 1.5 -1.4
Br -3.11568 -1.71907 -1.72394 0.2 -0.1 0.4
N -0.67506 -0.43786 -0.74409 1.2 -1.3 -0.9
P 0.04828 -1.62204 0.28423 -0.5 0.6 3.3
O 0.00425 -1.17932 1.68057 0.2 0.2 0.0
O 1.53262 -1.84738 -0.19821 -0.4 -0.2 -0.9
O -0.78260 -2.95582 0.13728 0.3 0.5 -1.2
C 1.96975 2.18667 -1.41757 1.5 0.4 0.5
C 3.41126 1.65634 -1.16045 -0.5 -0.1 -0.1
C 1.85615 3.63989 -0.94516 0.1 -0.2 -0.8
C 2.62487 4.52915 -1.96156 -0.1 -0.1 0.6
C 3.56083 5.50077 -1.24517 -0.2 0.0 -0.8
H 0.24069 2.60702 2.23149 -0.3 -0.9 0.8
H -0.98019 1.87411 1.00080 0.0 1.2 -0.6
H 1.83838 0.87850 1.26422 0.8 0.9 -0.3
H 0.75713 -0.21757 -3.18388 0.1 0.0 0.0
H -1.69259 -0.00396 -3.86201 0.3 -0.1 -0.2
H -1.84100 0.88753 -2.30474 -0.2 0.4 -0.6
H -0.65625 -1.78879 -2.43648 -0.3 -0.8 0.5
H 2.04226 -2.13733 0.57527 0.2 0.0 0.0
H -1.64735 -2.76259 0.53443 -0.2 -0.5 0.1
H 1.83809 2.17578 -2.49165 -0.8 -0.4 0.0
H 3.43465 0.90280 -0.37684 0.0 0.0 0.1
H 3.79189 1.19399 -2.06605 0.3 0.0 0.0
H 4.04783 2.47181 -0.83565 0.2 0.0 -0.2
H 0.80842 3.93458 -0.91442 0.0 0.1 0.3
H 2.32839 3.73853 0.02859 -0.3 0.0 0.2
H 1.90862 5.10251 -2.54637 0.0 0.0 -0.1
H 3.16526 3.88898 -2.65809 0.2 0.1 -0.1
H 4.30836 4.99112 -0.64206 -0.1 0.0 0.2
H 2.95645 6.18597 -0.65640 0.2 0.0 0.3
H 4.09368 6.08800 -1.99150 0.1 0.1 0.1
C 1.53036 -1.82878 4.74264 -0.2 0.0 0.0
Cl 3.13788 -2.21005 4.10002 0.0 0.0 -0.2
Cl 1.32937 -2.44002 6.38471 0.0 0.0 0.0
H 1.40605 -0.75294 4.75316 0.1 0.0 0.0
H 0.78174 -2.28194 4.10477 0.1 0.0 0.0
C -6.15592 -3.60944 -3.19570 0.0 -0.1 0.0
Cl -6.14327 -2.18212 -4.23953 0.0 0.0 0.0
Cl -6.46202 -3.19872 -1.50026 0.1 0.0 0.0
H -6.93717 -4.27952 -3.53323 -0.1 0.1 0.0
H -5.18911 -4.09382 -3.26459 0.0 0.0 0.0
C 3.94858 -5.38617 7.21801 0.0 0.0 0.0
Cl 3.78853 -7.13488 7.01380 0.0 0.0 -0.1
Cl 4.49571 -4.96709 8.84529 0.0 0.1 0.0
H 4.67190 -5.01654 6.50105 0.1 -0.1 0.0
H 2.98245 -4.92715 7.04450 0.0 0.0 0.1
C -7.55633 0.28084 -1.76745 0.0 0.0 0.0
Cl -9.13861 -0.48579 -1.61952 0.0 0.0 0.0
Cl -7.67176 2.04507 -1.82982 0.1 0.0 0.0
H -6.95808 0.00406 -0.90712 -0.1 0.0 0.0
H -7.08838 -0.06823 -2.67866 -0.1 0.0 -0.1
```
Forces are in eV/Å.

Summary:
HOMO	-12.119	eV
orbital gap	8.5925	eV
charge	+1

Atomic partial charges in e from the Löwdin method, atoms 1 to 4: atom 1 (C): 0.10, atom 2 (C): -0.13, atom 3 (N): 0.06, atom 4 (C): -0.29

=====

No. 2
Computed, not measured: a structure of composition C14H28Cl14 in a non-equilibrium geometry, with ωB97M-V/def2-TZVPD.

Structure (XYZ):
```
56
Properties=species:S:1:pos:R:3:forces:R:3
Cl -24.45902 -17.57227 18.06497 0.5 -0.6 0.5
C -23.16581 -17.48947 16.85136 1.8 -1.1 -0.1
C -22.42741 -16.18693 16.79532 -0.2 -1.5 1.3
Cl -21.48982 -15.97514 18.33533 -0.5 -0.1 0.4
H -23.48013 -17.78024 15.84898 -0.3 -0.1 0.3
H -22.42048 -18.23154 17.13759 -0.3 -0.3 0.2
H -22.99660 -15.28523 16.56933 -0.9 -1.8 0.9
H -21.58064 -16.14464 16.11027 -0.6 -1.0 -0.5
Cl -25.19770 -14.31396 15.42562 -3.9 -8.3 0.5
C -25.55875 -16.07731 15.83487 1.5 1.0 0.2
C -26.75215 -16.63426 15.26931 -1.8 -0.7 -0.9
Cl -27.01852 -16.37563 13.52689 0.1 0.1 -0.3
H -25.68657 -16.21390 16.90870 -0.1 1.0 -0.3
H -24.63213 -16.62101 15.65088 -0.8 0.6 -0.8
H -27.58945 -16.17948 15.79863 -0.3 -0.4 -0.3
H -26.73224 -17.71955 15.36877 -0.3 0.0 0.4
Cl -24.72071 -10.87030 15.47631 3.6 -2.0 3.8
C -24.11765 -12.44540 15.89251 2.3 1.5 2.1
C -22.62171 -12.33473 16.06508 -0.9 -2.0 0.6
Cl -21.83462 -13.97903 16.14124 1.5 5.1 -1.1
H -24.38416 -13.09336 15.05752 1.5 3.3 0.0
H -24.58981 -12.94765 16.73686 0.2 1.7 0.6
H -22.42548 -11.79106 16.98921 -0.1 -2.3 -1.1
H -22.07328 -11.82429 15.27339 -2.9 -1.8 1.7
Cl -28.28403 -8.43676 12.75052 -0.7 0.2 -0.3
C -27.43544 -9.03437 14.17321 1.4 -0.8 -0.9
C -26.17439 -9.85096 13.71371 -2.0 2.8 -0.2
Cl -24.90591 -8.82973 12.90081 -1.4 0.3 0.9
H -28.04689 -9.72644 14.75223 -0.3 0.1 -0.2
H -27.21035 -8.16591 14.79226 0.3 -0.2 -0.1
H -26.41629 -10.68515 13.05515 0.0 0.1 0.1
H -25.77336 -10.19580 14.66679 -2.6 1.6 -2.9
Cl -23.21176 -12.90396 13.52597 0.9 -0.6 -3.4
C -21.94897 -11.95694 12.74058 0.7 -0.6 -1.4
C -22.51279 -10.63711 12.24237 0.8 -0.5 0.0
Cl -23.72659 -10.83176 10.97355 -0.1 -0.6 -0.5
H -21.33872 -12.53292 12.04492 -1.1 -0.3 -1.0
H -21.09895 -11.83699 13.41229 -1.0 -0.5 -0.9
H -21.74591 -10.03733 11.75221 0.2 0.0 0.5
H -22.96939 -10.12187 13.08744 0.2 0.1 -0.3
Cl -20.89519 -10.85217 14.79528 5.0 5.5 0.3
C -20.23613 -9.63248 15.89491 0.6 0.8 2.0
C -21.09883 -8.38834 16.09317 0.5 0.8 -1.6
Cl -21.06391 -7.46578 14.51988 -0.2 -0.1 0.3
H -19.20535 -9.31609 15.73530 -0.1 -0.1 -1.1
H -20.15600 -10.09428 16.87900 0.1 -0.1 -0.4
H -20.62778 -7.71038 16.80492 0.1 -0.2 0.1
H -22.14101 -8.50694 16.38962 0.4 0.1 -0.7
Cl -20.60039 -10.52825 21.60495 0.3 -0.4 -0.3
C -20.61164 -10.73169 19.80167 2.4 0.2 0.8
C -22.01463 -10.62690 19.41923 -1.6 0.0 -0.1
Cl -22.21312 -10.21775 17.68661 -0.9 2.2 3.7
H -20.02081 -11.60382 19.52165 -0.7 -0.5 0.2
H -19.96971 -9.93600 19.42366 -0.5 0.4 0.0
H -22.42865 -9.84272 20.05307 -0.3 0.1 -0.6
H -22.60097 -11.52663 19.60576 0.2 -0.1 0.0
```
Forces are in eV/Å.

Summary:
relative energy (zero: lowest compared OMol25 entry of this formula, charge and spin)	337.04	kcal per mole
HOMO	-9.205	eV
orbital gap	9.3603	eV
charge	0

Atomic partial charges in e from the Löwdin method, atoms 1 to 4: atom 1 (Cl): 0.65, atom 2 (C): -0.65, atom 3 (C): -0.78, atom 4 (Cl): 0.52

=====

No. 3
Computed, not measured: a cluster of 3 separate species, C14H28ClFNO6 in total in a non-equilibrium geometry, with ωB97M-V/def2-TZVPD.

Structure (XYZ):
```
51
Properties=species:S:1:pos:R:3:forces:R:3
C 2.15988 -0.76715 2.87944 0.0 0.2 -0.2
C 1.73178 -0.68738 1.40897 0.6 -0.4 0.8
C 2.66517 -1.54847 0.50491 -0.9 -0.4 -0.3
Cl 3.33315 -0.39679 -0.80103 0.3 0.2 -0.1
N 2.07390 -2.61200 -0.17296 0.1 -0.1 0.1
C 1.55237 -3.63951 0.69055 0.0 0.2 -0.5
C 2.48739 -4.81894 0.94018 -0.2 0.1 0.4
C 3.83545 -4.46700 1.49335 0.2 -0.3 -0.1
F 1.87031 -5.69409 1.89870 -0.1 0.0 -0.1
H 3.23879 -0.69089 2.96097 0.3 0.0 0.0
H 1.86973 -1.70621 3.33418 -0.1 -0.3 0.1
H 1.74899 0.04769 3.47059 -0.2 0.1 0.1
H 1.72434 0.35689 1.13117 -0.1 0.2 -0.4
H 0.74784 -1.12346 1.32371 -0.5 0.1 -0.3
H 3.55870 -1.78580 1.09330 0.5 0.2 0.1
H 1.19416 -3.31902 1.68470 0.0 0.1 0.2
H 0.68047 -4.06978 0.18973 -0.3 -0.1 0.1
H 2.58327 -5.40799 0.03706 0.1 -0.2 -0.3
H 3.76323 -3.71914 2.26654 0.0 0.3 0.3
H 4.28565 -5.35713 1.92720 0.1 -0.2 0.0
H 4.48014 -4.11337 0.69702 0.1 0.3 -0.1
C 0.16808 5.52374 -0.33980 -0.1 0.0 0.2
C -0.29343 4.14022 -0.74850 0.1 0.2 -0.3
O -0.54181 3.29921 0.38611 0.0 0.0 0.2
C -1.67737 3.51234 1.04166 0.0 -0.2 -0.2
O -2.52998 4.31914 0.76082 0.1 0.0 0.1
O -1.73843 2.63713 2.04735 0.0 0.1 0.1
C -2.89595 2.75845 2.87201 -0.1 -0.1 0.1
H 1.04640 5.45416 0.30323 0.0 0.0 -0.1
H 0.42550 6.10753 -1.22370 0.0 0.0 0.0
H -0.60982 6.05384 0.20785 -0.1 0.0 0.0
H 0.49027 3.63205 -1.30571 0.0 -0.1 0.1
H -1.18201 4.18010 -1.37875 -0.1 0.0 0.1
H -3.80621 2.69805 2.27900 0.0 0.1 0.0
H -2.87228 3.69851 3.42186 -0.1 0.0 -0.1
H -2.86117 1.92799 3.57120 0.1 0.0 0.0
C -2.09248 -0.00068 -0.39462 0.2 -0.1 -0.2
C -2.82425 0.82875 -1.42896 -0.1 0.0 0.4
O -2.15450 0.81523 -2.69931 0.1 0.0 -0.1
C -2.31183 -0.29202 -3.42109 -0.2 0.2 -0.1
O -3.03453 -1.21920 -3.16068 0.1 0.0 0.0
O -1.57550 -0.16905 -4.52972 0.0 0.0 0.0
C -1.58485 -1.32416 -5.36862 0.1 -0.1 -0.1
H -1.05614 0.32733 -0.30799 0.0 0.0 0.1
H -2.57504 0.09794 0.57869 0.0 0.1 0.0
H -2.07943 -1.05416 -0.66682 -0.1 0.0 0.0
H -2.83716 1.87689 -1.12948 0.1 0.0 -0.1
H -3.85855 0.50511 -1.55323 0.0 -0.1 -0.1
H -2.60230 -1.60925 -5.62885 0.0 0.0 0.1
H -1.08025 -2.15199 -4.87353 -0.1 0.0 0.0
H -1.03967 -1.05365 -6.26865 0.0 0.1 0.1
```
Forces are in eV/Å.

Summary:
HOMO	-2.265	eV
orbital gap	4.8089	eV
charge	-1

Atomic partial charges in e from the Löwdin method, atoms 1 to 4: atom 1 (C): -0.13, atom 2 (C): -0.29, atom 3 (C): -0.83, atom 4 (Cl): 0.41

=====

No. 4
Computed, not measured: a structure of composition C14H28DyN4OP2 in a non-equilibrium geometry, with ωB97M-V/def2-TZVPD.

Structure (XYZ):
```
50
Properties=species:S:1:pos:R:3:forces:R:3
Dy -0.04898 -0.41658 -0.04136 1.7 0.1 -0.2
P 2.07703 -1.39224 -1.66941 0.8 -0.2 -1.5
P -1.66783 -1.15400 2.40466 -0.2 -0.7 0.8
N -0.05265 0.64882 -2.02444 0.2 -1.0 0.2
N -1.83605 0.96933 0.14694 -1.7 0.5 0.4
H -1.01095 2.44345 -2.79513 0.6 -0.4 0.5
H -2.09783 2.95500 -0.58199 0.0 -0.5 0.0
H 0.10002 2.58921 -1.35475 -0.7 0.2 -0.6
C -0.66612 1.93648 -1.85519 -0.3 1.3 0.7
H -2.81846 1.69634 -1.60106 0.4 -0.1 0.5
C -1.93873 1.92511 -0.95984 0.2 0.5 -0.7
H 1.57502 1.54791 -3.11947 -0.3 -0.5 0.4
H -3.69578 1.62502 0.84943 0.3 -0.3 0.0
C 0.86061 0.68442 -3.18176 0.6 0.4 0.5
C -2.86584 0.91491 1.00347 -0.1 0.6 -0.6
H 2.63854 -0.42874 -3.83102 -0.5 -0.2 0.0
C 1.67597 -0.62019 -3.33238 -0.5 0.2 0.0
H 1.09530 -1.35959 -3.90992 0.3 0.3 0.2
H -2.50699 -2.30508 2.47043 0.4 0.2 0.0
H -1.61164 -0.90976 3.80333 0.1 -0.2 -0.2
H 2.14029 -2.74061 -2.10022 0.0 0.1 0.3
H 3.47322 -1.15607 -1.71180 -0.2 -0.1 0.5
O -1.09089 -2.32110 -0.52745 -2.0 -0.6 -1.4
C -1.96373 -2.61766 -1.40749 1.7 0.3 0.8
C -1.53337 -3.30082 -2.65405 0.0 0.0 -0.5
C -3.39845 -2.26669 -1.29047 -0.4 0.3 0.0
H 0.31839 0.92821 -4.09975 -0.2 -0.4 -0.1
H -0.52836 -2.97988 -2.95417 -0.1 -0.3 0.3
H -1.56971 -4.39357 -2.53287 0.1 0.2 0.1
H -2.21857 -3.04695 -3.46586 0.1 -0.2 0.1
H -3.58168 -1.39502 -0.63582 0.1 -0.6 -0.1
H -3.74535 -2.01945 -2.31189 -0.1 -0.2 0.6
H -3.96366 -3.16069 -0.93660 0.3 0.6 -0.2
C -2.97137 0.01142 2.05461 -0.5 0.9 -0.5
H -3.88832 0.07626 2.63367 0.2 -0.1 0.1
C 4.43849 0.33264 3.96617 0.5 -0.3 0.4
C 3.25102 0.66837 3.15864 -0.6 0.7 -0.3
C 2.57358 1.88274 3.07576 -0.2 -0.4 -0.3
C 1.52539 1.69833 2.16970 0.9 -1.1 0.3
N 1.54057 0.41959 1.69287 0.2 0.3 0.3
N 2.61202 -0.17573 2.33241 -0.3 0.2 -0.2
C 0.54536 2.73032 1.76854 -0.4 0.5 -0.3
H 5.29372 0.96041 3.68532 -0.2 -0.1 0.0
H 4.24986 0.52208 5.03017 0.0 -0.1 -0.3
H 4.73404 -0.71342 3.85352 0.0 0.1 0.0
H 2.80712 2.79183 3.60223 0.0 0.0 0.0
H 2.86581 -1.14587 2.16562 -0.2 0.4 0.0
H 0.52962 3.52302 2.53017 -0.1 -0.3 -0.3
H 0.82353 3.20502 0.81424 -0.1 -0.1 0.3
H -0.47322 2.33347 1.67427 0.2 0.1 0.1
```
Forces are in eV/Å.

Summary:
relative energy (zero: lowest compared OMol25 entry of this formula, charge and spin)	0.00	kcal per mole
spin multiplicity	7
HOMO (alpha / beta)	-13.696 / -13.651	eV
orbital gap (alpha / beta)	7.4947 / 5.1917	eV
charge	+2

Atomic partial charges in e from the Löwdin method, atoms 1 to 4: atom 1 (Dy): 1.33, atom 2 (P): 0.80, atom 3 (P): 0.84, atom 4 (N): -0.34

=====

No. 5
Computed, not measured: a structure of composition C14H28F3MnN4O10S in a non-equilibrium geometry, with ωB97M-V/def2-TZVPD.

Structure (XYZ):
```
61
Properties=species:S:1:pos:R:3:forces:R:3
Mn 0.89628 -0.29861 0.53593 2.3 0.5 2.0
C -0.94747 -0.60024 -3.79724 -0.1 -0.5 1.4
F -1.85571 -1.10965 -4.64580 -0.6 1.0 0.6
F 0.19552 -0.98320 -4.33878 1.1 0.6 0.1
F -1.00267 0.79007 -3.73586 -0.1 -1.9 -0.4
S -1.12376 -1.44554 -2.01565 0.3 -1.7 0.7
O -0.83134 -2.87222 -2.28034 -0.3 2.1 -0.2
O -0.11113 -0.83598 -1.12362 -2.0 -0.5 -3.2
O -2.51222 -1.20733 -1.63421 0.9 0.5 -0.4
C 2.51949 0.34730 2.50833 5.5 2.0 1.1
O 3.50961 0.73383 3.16492 0.6 -0.2 3.9
O 2.62454 0.68980 1.33771 -1.1 2.0 -8.7
O 1.57867 -0.36262 2.75297 -5.7 -4.0 3.0
C -1.96637 1.00784 1.56170 1.8 -1.1 -2.3
O -0.83118 0.65929 1.20605 -2.3 1.0 0.7
N -2.32664 1.28345 2.77641 -0.1 1.6 1.2
C -3.67341 1.73287 3.06659 0.4 -0.5 1.3
C -1.38005 1.21968 3.89701 -0.2 -1.5 -0.1
H -2.82469 1.07339 0.87526 0.2 0.0 -0.4
H -3.52325 2.61920 3.68301 -0.6 0.1 0.0
H -4.08755 0.93016 3.67670 -0.6 0.2 0.3
H -4.37417 1.92244 2.25350 0.7 0.0 -0.4
H -0.35789 1.05985 3.55388 0.1 0.3 -0.3
H -1.44772 1.98926 4.66595 -0.3 0.3 -0.5
H -1.63734 0.26717 4.36030 0.2 0.0 0.7
C 3.54170 -1.88974 -0.95940 -3.0 0.0 0.3
O 2.42761 -1.70452 -0.41845 2.9 -0.5 -1.0
N 4.03359 -1.19821 -2.01091 -2.0 0.4 1.8
C 5.24518 -1.60025 -2.57667 1.4 0.3 -1.1
C 3.42997 0.07375 -2.39956 -0.3 -0.3 -0.7
H 4.16663 -2.77335 -0.75721 -0.1 0.1 0.5
H 5.95519 -0.77538 -2.51674 0.2 0.2 -0.4
H 5.04889 -1.87534 -3.61296 0.5 0.0 -0.3
H 5.76233 -2.42554 -2.08724 -0.6 -0.1 0.2
H 2.40164 0.20607 -2.06320 0.4 -0.2 1.2
H 4.11007 0.87949 -2.12328 -0.3 0.2 0.0
H 3.18357 0.10513 -3.46088 0.9 -0.2 -0.5
C -1.06684 -2.97214 1.12374 -0.1 -1.8 -0.4
O -0.21854 -2.12997 1.22200 0.1 0.6 0.4
N -2.00227 -3.27216 2.03939 -0.8 1.9 2.2
C -2.89670 -4.41625 1.95712 0.2 -0.1 0.0
C -2.22458 -2.35427 3.21077 -0.3 -0.7 0.1
H -1.11657 -3.70734 0.30569 0.2 0.2 -0.4
H -2.47541 -5.31128 2.41487 0.6 -0.2 -0.4
H -3.18315 -4.57469 0.91743 0.0 -0.3 0.1
H -3.79435 -4.34149 2.57090 -0.2 0.9 -0.2
H -1.60557 -1.47753 3.40121 0.7 -0.5 -1.1
H -3.23437 -1.94643 3.16511 -0.3 -0.3 -0.1
H -2.12105 -2.93330 4.12843 -0.2 -0.2 0.1
C 1.11107 2.70620 -1.22501 0.4 -3.6 0.9
O 0.78832 1.61314 -0.76337 0.6 1.3 -0.4
N 0.25370 3.50676 -1.78148 -1.0 4.1 -0.9
C 0.79882 4.65932 -2.46860 0.2 0.7 -1.5
C -1.18438 3.38986 -1.95443 0.1 -1.8 0.4
H 2.14283 3.05769 -1.38036 0.1 -0.2 0.6
H 0.66517 4.41810 -3.52314 -0.1 0.6 -0.4
H 1.84890 4.94222 -2.39520 0.3 -1.2 0.6
H 0.38774 5.64647 -2.25733 -1.0 -0.3 0.2
H -1.42672 3.17642 -2.99549 0.1 0.5 -0.2
H -1.49002 2.46609 -1.46318 0.0 0.1 0.3
H -1.77196 4.22230 -1.56728 0.4 0.2 0.0
```
Forces are in eV/Å.

Summary:
relative energy (zero: lowest compared OMol25 entry of this formula, charge and spin)	0.00	kcal per mole
spin multiplicity	6
HOMO (alpha / beta)	-1.794 / -2.042	eV
orbital gap (alpha / beta)	4.1744 / 4.4215	eV
charge	-1

Atomic partial charges in e from the Löwdin method, atoms 1 to 4: atom 1 (Mn): 0.86, atom 2 (C): -0.58, atom 3 (F): 0.11, atom 4 (F): 0.12